(1)
{
  "formula": "C9H15FN2O",
  "method": "ωB97M-V with the def2-TZVPD basis set",
  "species": ["C", "O", "N", "C", "F", "C", "C", "N", "C", "C", "C", "C", "C", "H", "H", "H", "H", "H", "H", "H", "H", "H", "H", "H", "H", "H", "H", "H"],
  "coordinates": [[2.8673, 2.6714, 2.6656], [2.2592, 2.2718, 1.4846], [1.3332, 1.2475, 1.6307], [1.0060, 0.8417, 0.5482], [1.4274, 1.4327, -0.5914], [0.2206, -0.4234, 0.2927], [0.7346, -1.2885, -0.8164], [-0.3676, -1.5793, -1.6830], [-0.8378, -0.2589, -2.1380], [-1.4827, 0.6273, -1.0792], [-1.2386, -0.0966, 0.2888], [-1.9303, -1.5379, 0.2383], [-1.5869, -2.1689, -1.0477], [2.9739, 3.8422, 2.4904], [1.9660, 2.5713, 3.3390], [3.7256, 1.9467, 2.9654], [0.3544, -0.7706, 1.3911], [1.2726, -2.2226, -0.5068], [1.5640, -0.7557, -1.3829], [-1.5848, -0.3866, -2.9430], [0.1383, 0.2085, -2.5082], [-2.5484, 1.0015, -1.2680], [-0.7438, 1.4463, -1.0178], [-1.4012, 0.4649, 1.1964], [-2.9868, -1.4962, 0.3008], [-1.5078, -2.1633, 1.0527], [-2.2700, -2.1633, -1.9309], [-1.3565, -3.2620, -0.9714]],
  "atomic_forces_ev_per_a": [[-1.71, 0.91, 1.35], [0.01, 0.21, -2.04], [2.26, 1.60, 4.36], [-1.23, -2.22, -5.50], [0.30, 0.24, -0.07], [1.52, 1.24, 5.15], [1.85, -1.02, -0.18], [-1.40, 0.66, -0.89], [0.96, 0.00, -2.01], [0.27, 0.99, 1.72], [-1.47, -1.86, -2.14], [0.79, 1.37, 1.29], [2.20, -2.47, -2.72], [0.83, -2.64, 0.73], [1.59, 0.24, 0.58], [-1.11, 1.84, -0.39], [-0.04, -0.78, -1.82], [-0.84, 0.60, 0.22], [-1.24, -0.46, 0.38], [0.73, -0.10, -0.04], [-1.71, -0.17, -0.03], [1.59, -0.67, 0.19], [-1.27, 0.51, -0.10], [-0.71, 0.20, 0.01], [-1.13, 0.22, 0.57], [-0.46, 0.48, -0.21], [-0.26, 0.41, 1.17], [-0.31, 0.67, 0.42]],
  "mulliken_charge": [-0.56, -0.14, -0.42, -0.44, -0.29, 1.13, -1.19, -0.19, -0.70, -0.57, -0.40, -0.68, -0.76, 0.21, 0.31, 0.21, 0.48, 0.22, 0.39, 0.35, 0.31, 0.35, 0.32, 0.53, 0.43, 0.38, 0.35, 0.34],
  "e_homo_ev": -8.698,
  "orbital_gap_ev": 9.612,
  "total_energy_ha": -636.3919,
  "smiles": "CO/N=C(\\F)[C@@H]1CN2CCC1CC2",
  "e_above_lowest_kcal_mol": 56.3
}

=====

(2)
{
  "formula": "C3H12N5",
  "method": "ωB97M-V with the def2-TZVPD basis set",
  "species": ["N", "C", "N", "N", "H", "H", "H", "H", "H", "C", "N", "C", "N", "H", "H", "H", "H", "H", "H", "H"],
  "coordinates": [[-1.0553, -2.8035, -1.0437], [-0.9610, -1.4284, -0.8826], [-0.4453, -0.7532, -1.9781], [-1.2259, -0.7567, 0.1787], [-1.6190, -3.2394, -0.3305], [-1.3756, -3.0810, -1.9603], [-0.5408, -1.2313, -2.8552], [-0.8030, 0.1833, -2.0454], [-1.5428, -1.3903, 0.9108], [0.2506, 2.8549, 0.5897], [0.9461, 1.5769, 0.4555], [0.9406, 0.6487, 1.3625], [1.7374, -0.4127, 1.3473], [-0.5262, 2.9361, -0.1658], [0.9606, 3.6717, 0.4952], [-0.2000, 2.8930, 1.5778], [1.5091, 1.4030, -0.3634], [0.2704, 0.7666, 2.2045], [2.0979, -0.7244, 0.4543], [1.5822, -1.1134, 2.0486]],
  "atomic_forces_ev_per_a": [[-0.20, 0.38, 0.01], [-0.12, 0.20, 0.07], [-0.10, -0.11, 0.03], [0.27, -0.40, 0.23], [0.05, -0.12, 0.07], [0.15, -0.16, -0.05], [0.14, -0.15, -0.26], [-0.01, 0.23, 0.09], [-0.19, 0.15, -0.05], [-0.17, -0.19, -0.04], [0.26, -0.13, 0.21], [0.00, -0.20, 0.04], [-0.55, 0.32, -0.41], [-0.02, 0.05, -0.01], [0.03, 0.00, -0.04], [-0.05, 0.04, -0.03], [0.05, 0.22, -0.18], [0.19, 0.14, 0.11], [0.25, -0.07, 0.20], [0.02, -0.21, 0.02]],
  "mulliken_charge": [-0.48, 0.45, -0.47, -0.60, 0.26, 0.26, 0.23, 0.26, 0.18, -0.72, -0.09, 0.13, -0.32, 0.29, 0.34, 0.27, 0.24, 0.29, 0.24, 0.27],
  "e_homo_ev": -12.787,
  "orbital_gap_ev": 9.900,
  "total_energy_ha": -395.0850,
  "e_above_lowest_kcal_mol": 13.8,
  "total_charge": 1
}

=====

(3)
{
  "formula": "C6H8N3O4S",
  "method": "ωB97M-V with the def2-TZVPD basis set",
  "species": ["C", "C", "C", "C", "C", "C", "N", "N", "N", "O", "O", "O", "O", "S", "H", "H", "H", "H", "H", "H", "H", "H"],
  "coordinates": [[-0.1915, -1.2553, 1.5965], [1.0763, 0.7704, 0.1621], [-1.6201, 1.2005, -0.7359], [0.2437, -0.0103, 2.3993], [1.3747, 0.7031, 1.6880], [0.0584, -0.1211, -0.3260], [-0.1093, -1.2905, 0.3471], [1.6754, 1.6488, -0.5258], [-1.2369, -1.7779, -2.3463], [-2.5038, 0.4514, -0.8264], [-1.1251, 2.2646, -0.6778], [-0.3439, 0.5691, -2.9954], [1.2584, -1.2363, -2.5155], [0.0282, -0.5433, -2.1060], [-0.2919, -2.1808, 2.1069], [-0.6025, 0.5743, 2.5352], [0.4395, -0.2694, 3.4952], [2.2748, 0.2439, 1.8505], [1.5960, 1.6711, 2.0602], [1.3053, 1.7478, -1.4134], [-2.0917, -1.1466, -2.4192], [-1.2138, -2.0135, -1.3531]],
  "atomic_forces_ev_per_a": [[1.72, 0.73, 1.82], [0.57, 0.78, 0.33], [1.18, 1.54, 0.84], [0.61, -2.06, 1.21], [-2.16, 0.02, -1.43], [-0.04, 0.18, -1.73], [-1.71, -0.92, -0.58], [1.25, 0.67, 2.48], [0.26, 3.13, 1.12], [-2.09, -1.41, -0.25], [-0.09, 0.41, -0.10], [0.10, -0.56, 1.43], [-1.00, 0.61, 0.90], [1.54, -1.09, -3.13], [-0.35, -0.81, 0.56], [-1.76, 1.69, -0.27], [0.32, -0.05, -1.44], [2.30, -1.87, 0.16], [-0.45, 1.27, 0.13], [-0.72, -0.09, -2.48], [1.16, -1.06, 0.12], [-0.65, -1.10, 0.31]],
  "mulliken_charge": [-0.49, 0.53, 0.88, -0.58, -0.89, 0.31, -0.66, -0.89, -0.80, -0.53, -0.51, -0.67, -0.75, 1.17, 0.45, 0.28, 0.31, 0.41, 0.35, 0.31, 0.37, 0.40],
  "e_homo_ev": -4.069,
  "orbital_gap_ev": 7.530,
  "total_energy_ha": -1096.8586,
  "e_above_lowest_kcal_mol": 24.1,
  "total_charge": -1
}

=====

(4)
{
  "formula": "C4H4F2",
  "method": "ωB97M-V with the def2-TZVPD basis set",
  "species": ["C", "C", "F", "C", "C", "F", "H", "H", "H", "H"],
  "coordinates": [[-1.5746, 0.5330, 0.1181], [-0.7160, -0.4754, -0.0757], [-1.2404, -1.7182, -0.0777], [0.7256, -0.5408, -0.1096], [1.5789, 0.4501, -0.0629], [1.0468, -1.8220, 0.1037], [-2.5830, 0.3084, 0.0065], [-1.1168, 1.5408, 0.1032], [2.6183, 0.2395, 0.1269], [1.2613, 1.4847, -0.1326]],
  "atomic_forces_ev_per_a": [[3.40, 0.44, -0.97], [-2.25, 0.42, 0.56], [-0.35, -0.09, -0.38], [-0.49, -0.30, 0.91], [0.72, 0.43, -0.03], [1.38, -0.14, -0.25], [-1.67, 0.07, 0.23], [-0.86, -0.61, 0.20], [0.16, 0.04, -0.12], [-0.03, -0.27, -0.13]],
  "mulliken_charge": [-0.85, 0.54, -0.26, 0.62, -0.85, -0.23, 0.34, 0.19, 0.28, 0.22],
  "e_homo_ev": -9.368,
  "orbital_gap_ev": 9.844,
  "total_energy_ha": -354.4817,
  "smiles": "C=C(F)C(=C)F",
  "e_above_lowest_kcal_mol": 11.8
}